Molecular formula: C50H102N14O6
Method: DFT, the ωB97M-V functional and the def2-TZVPD basis

ORCA input file:
```
! RIJCOSX wB97M-V def2-TZVPD def2/J DEFGRID3
* xyz 6 1
O 0.9385 -1.9432 0.9793
C 0.2629 -0.7329 0.8899
C 0.2385 0.0689 -0.4565
O -0.3667 1.3376 -0.4624
H 0.7868 0.0091 1.5570
H -0.7466 -0.7957 1.3575
H -0.2616 -0.5999 -1.2017
H 1.2806 0.1188 -0.8348
C 4.7319 0.1910 2.6065
C 3.3978 0.9428 2.6559
N 2.6570 0.6700 3.9022
C 2.7015 1.4459 5.0395
C 1.9774 0.7992 5.9831
N 1.4751 -0.3407 5.4009
C 1.9577 -0.4345 4.1519
C 0.5834 -1.3008 6.0258
H 5.3244 0.6420 1.8130
H 4.5139 -0.8542 2.3791
H 5.2679 0.2083 3.5527
H 2.7595 0.6337 1.8287
H 3.5218 2.0249 2.6410
H 3.2732 2.3579 5.0047
H 1.7901 1.0446 7.0154
H 1.7137 -1.2116 3.4324
H 1.1031 -2.1027 6.5456
H -0.0858 -1.6986 5.2638
H -0.0588 -0.8171 6.7607
C 1.8697 -5.4089 -6.1733
C 2.1750 -5.9795 -4.7901
N 1.6819 -5.0936 -3.7222
C 2.1677 -3.8298 -3.4475
C 1.4015 -3.2952 -2.4690
N 0.4503 -4.2368 -2.1544
C 0.6214 -5.2967 -2.9405
C -0.6187 -4.0391 -1.1519
H 2.5413 -4.5725 -6.3726
H 0.8721 -4.9667 -6.2575
H 1.9009 -6.1818 -6.9361
H 3.2515 -6.0962 -4.6738
H 1.7375 -6.9692 -4.6723
H 3.0666 -3.4819 -3.9275
H 1.4713 -2.3874 -1.8890
H 0.0091 -6.1845 -2.9095
H -0.1557 -4.2841 -0.2004
H -1.4484 -4.7149 -1.3427
H -0.9106 -2.9970 -1.2193
C 0.8901 4.4105 2.4890
C -0.2283 3.4211 2.2744
N -1.0063 3.1762 3.5055
C -0.9883 2.0420 4.2625
C -1.6427 2.2960 5.4288
N -2.1930 3.5579 5.2853
C -1.7747 4.0737 4.1324
C -3.0723 4.2654 6.2379
H 1.7085 4.2954 1.7741
H 1.3175 4.3604 3.4895
H 0.5538 5.4337 2.3036
H 0.0756 2.4230 1.9335
H -0.9330 3.6391 1.4687
H -0.4376 1.1778 3.9256
H -1.8470 1.6678 6.2779
H -1.9774 5.0966 3.8549
H -2.4778 4.8416 6.9456
H -3.6733 3.5246 6.7538
H -3.6815 4.9776 5.6883
C -1.6132 -1.1670 -4.4293
C -1.9067 0.1737 -3.7680
N -2.3656 1.1515 -4.7640
C -3.6525 1.3240 -5.2076
C -3.6138 2.1741 -6.2595
N -2.3106 2.6241 -6.3568
C -1.5840 1.9990 -5.4331
C -1.7777 3.5062 -7.4095
H -2.5329 -1.6213 -4.7922
H -1.0361 -1.7915 -3.7471
H -0.9665 -1.0414 -5.3010
H -1.0154 0.5974 -3.3024
H -2.6976 0.1289 -3.0206
H -4.4903 0.7968 -4.7843
H -4.4100 2.5774 -6.8632
H -0.5447 2.1804 -5.2346
H -2.2453 4.4791 -7.2564
H -1.9575 3.0706 -8.3853
H -0.7182 3.6834 -7.2389
C 1.4010 -4.6559 4.7414
C 0.4257 -5.3835 3.8198
N -0.8997 -4.7855 3.7660
C -1.9836 -5.1848 4.5266
C -3.0377 -4.4416 4.1133
N -2.5971 -3.6237 3.0970
C -1.2940 -3.8490 2.9096
C -3.3970 -2.7415 2.2804
H 1.6377 -3.6574 4.3688
H 2.3404 -5.2064 4.8011
H 1.0442 -4.6325 5.7715
H 0.3957 -6.4032 4.2044
H 0.8077 -5.4713 2.8047
H -1.9732 -5.9765 5.2568
H -4.0651 -4.4585 4.4376
H -0.6873 -3.4034 2.1199
H -3.1501 -2.8530 1.2251
H -3.1475 -1.6966 2.4920
H -4.4631 -2.8470 2.4497
C 3.4401 -5.6922 1.8869
C 2.9084 -5.3780 0.4982
N 3.8310 -4.5806 -0.3077
C 4.7175 -5.0852 -1.2417
C 5.4397 -4.0440 -1.7105
N 4.8987 -2.8979 -1.1522
C 3.9205 -3.2562 -0.3204
C 5.3564 -1.5353 -1.4211
H 3.4481 -4.7505 2.4415
H 4.4808 -6.0166 1.9159
H 2.8300 -6.4755 2.3282
H 1.9675 -4.8217 0.5369
H 2.6659 -6.2784 -0.0690
H 4.7323 -6.1348 -1.4835
H 6.2655 -4.0116 -2.4018
H 3.3049 -2.5666 0.2526
H 5.4103 -0.9517 -0.5051
H 4.6934 -1.0716 -2.1467
H 6.3739 -1.5961 -1.7998
C 4.2018 5.3305 0.2394
O 3.1514 4.5053 -0.3328
C 3.6064 3.7073 -1.4135
C 2.6447 2.5444 -1.5857
N 1.2984 2.9303 -2.1577
H 1.2377 2.7563 -3.1577
H 0.5995 2.2592 -1.7159
C 0.7288 4.2772 -1.7816
C -0.6844 4.3737 -2.3058
O -0.8664 4.3905 -3.7130
C -0.3018 5.5585 -4.3248
H 4.6426 4.7810 1.0724
H 3.6671 6.1724 0.6763
H 4.9129 5.6603 -0.5112
H 4.5833 3.2882 -1.1478
H 3.7260 4.3290 -2.3068
H 2.4285 2.1372 -0.5996
H 3.0457 1.7946 -2.2635
H 1.3794 4.9904 -2.2854
H 0.7920 4.3996 -0.7085
H -1.1233 5.3040 -1.9184
H -1.2594 3.5564 -1.8699
H -0.6106 5.5116 -5.3668
H 0.7898 5.5791 -4.3174
H -0.7056 6.4720 -3.8847
C -5.8741 -0.3049 1.1941
O -5.5421 1.0857 1.2396
C -4.3227 1.2868 1.8820
C -3.1169 0.9858 1.0016
N -3.1878 1.7407 -0.3124
H -2.2087 1.6392 -0.6981
H -3.8656 1.2366 -0.8897
C -3.6450 3.1703 -0.2615
C -4.0925 3.6239 -1.6334
O -5.0019 2.7052 -2.2008
C -5.4965 3.2655 -3.3891
H -5.0964 -0.8317 0.6278
H -6.8502 -0.4793 0.7562
H -5.8761 -0.6735 2.2251
H -4.2461 0.7507 2.8379
H -4.2434 2.3366 2.1774
H -2.9613 -0.0469 0.7004
H -2.2039 1.3391 1.4818
H -2.8134 3.7550 0.1253
H -4.4978 3.2152 0.4086
H -3.2442 3.7658 -2.3118
H -4.5994 4.5935 -1.5671
H -6.0745 4.1930 -3.2488
H -6.1633 2.6337 -3.9691
H -4.6975 3.6482 -4.0410
*
```

* DFT total energy: -86587.7117 eV
* HOMO: -19.28 eV
* LUMO: -11.31 eV
* frontier orbital gap: 7.97 eV

Mulliken population analysis, charges in e, atoms 1 to 99:
1 O -0.288
2 C 1.440
3 C -0.231
4 O 0.547
5 H -1.587
6 H -0.467
7 H -0.712
8 H -0.182
9 C -1.351
10 C 0.204
11 N 0.627
12 C -0.371
13 C -0.859
14 N 0.272
15 C -0.531
16 C -0.964
17 H 0.400
18 H 0.290
19 H 0.369
20 H -0.270
21 H 0.337
22 H 0.620
23 H 0.562
24 H 0.547
25 H 0.383
26 H 0.327
27 H 0.392
28 C -1.099
29 C -0.498
30 N 0.225
31 C -1.218
32 C -0.032
33 N 0.407
34 C -0.015
35 C -0.513
36 H 0.353
37 H 0.316
38 H 0.381
39 H 0.277
40 H 0.419
41 H 0.530
42 H 0.345
43 H 0.531
44 H 0.122
45 H 0.416
46 H -0.027
47 C -1.546
48 C 1.412
49 N 0.979
50 C -0.349
51 C -1.155
52 N 0.067
53 C -0.266
54 C -0.797
55 H 0.200
56 H 0.500
57 H 0.504
58 H -0.840
59 H -0.699
60 H 0.709
61 H 0.489
62 H 0.574
63 H 0.359
64 H 0.332
65 H 0.366
66 C -1.176
67 C 0.543
68 N 0.571
69 C -0.420
70 C -0.756
71 N 0.137
72 C -0.067
73 C -0.962
74 H 0.433
75 H 0.211
76 H 0.398
77 H -0.540
78 H 0.005
79 H 0.627
80 H 0.493
81 H 0.351
82 H 0.401
83 H 0.370
84 H 0.355
85 C -0.783
86 C -0.351
87 N 0.343
88 C -0.525
89 C -0.389
90 N 0.271
91 C -0.131
92 C -0.773
93 H -0.085
94 H 0.454
95 H 0.412
96 H 0.333
97 H -0.015
98 H 0.528
99 H 0.498